No. 1
Formula: C25H21Cl2N5O4OsS
Source: OMol25
Level of theory: ωB97M-V with the def2-TZVPD basis set

HOMO energy: -7.59 eV
Orbital gap: 7.17 eV

ORCA input file:
```
! RIJCOSX wB97M-V def2-TZVPD def2/J DEFGRID3
* xyz 0 1
Os -1.2809 0.0426 0.5750
N 5.4053 4.5450 1.4968
C 4.7081 3.3882 1.2116
C 4.7006 2.3221 2.1171
C 3.9659 1.1830 1.8552
C 3.2293 1.0886 0.6809
C 3.2385 2.1342 -0.2336
C 3.9709 3.2756 0.0283
S 2.2698 -0.3457 0.3516
O 2.0506 -0.3912 -1.0656
O 2.8763 -1.4513 1.0340
N 0.8036 -0.0412 1.0228
C 0.5717 -0.2333 2.3565
N -0.7800 -0.4125 2.4973
C -1.3201 -0.4847 3.7034
C -0.4927 -0.4460 4.8119
C 0.8706 -0.3033 4.5809
N 1.4190 -0.1837 3.3708
H 6.1188 4.4973 2.2015
H 5.6042 5.1692 0.7363
H 5.2805 2.3931 3.0301
H 3.9580 0.3569 2.5532
H 2.6845 2.0374 -1.1581
H 3.9820 4.0884 -0.6886
H -2.3959 -0.6088 3.7434
H -0.8964 -0.5258 5.8089
H 1.5622 -0.2635 5.4161
Cl -4.4544 -1.8096 -4.3156
C -3.2738 -0.5384 -4.3209
C -3.1565 0.2713 -5.4365
C -2.2190 1.2918 -5.4494
C -1.4178 1.5161 -4.3414
C -1.5692 0.7099 -3.2291
Cl -0.5698 1.0109 -1.8352
C -2.4779 -0.3553 -3.1876
N -2.6488 -1.1000 -2.0233
C -1.6837 -1.9471 -1.4388
C -0.4034 -2.0839 -1.9758
C 0.5422 -2.8725 -1.3479
C 0.2260 -3.5491 -0.1796
C -1.0537 -3.4439 0.3364
C -2.0346 -2.6566 -0.2689
C -3.4277 -2.6289 0.3157
C -3.5787 -1.4141 1.2283
O -3.7768 -1.5632 2.4207
O -3.3781 -0.2726 0.6307
H -3.7944 0.0898 -6.2899
H -2.1153 1.9185 -6.3248
H -0.6889 2.3148 -4.3297
H -3.6027 -1.3439 -1.8140
H -0.1411 -1.5528 -2.8807
H 1.5367 -2.9387 -1.7663
H 0.9703 -4.1488 0.3264
H -1.3191 -3.9815 1.2395
H -3.5922 -3.5286 0.9037
H -4.1908 -2.5962 -0.4664
C -1.5376 1.7670 1.0999
H -2.5148 2.0672 1.5009
H -0.7586 2.5376 1.1821
*
```

Löwdin atomic charges, in units of e: Os 1.214; N 0.101; C -0.322; C -0.027; C -0.062; C -0.295; C -0.059; C -0.030; S 0.595; O -0.341; O -0.284; N -0.202; C -0.454; N -0.039; C -0.065; C -0.033; C -0.096; N 0.160; H 0.090; H 0.089; H 0.111; H 0.104; H 0.106; H 0.110; H 0.111; H 0.103; H 0.114; Cl 0.717; C -0.577; C -0.102; C -0.075; C -0.094; C -0.515; Cl 0.830; C -0.293; N 0.044; C -0.263; C -0.060; C -0.089; C -0.076; C -0.038; C -0.199; C -0.055; C -0.647; O 0.038; O -0.214; H 0.107; H 0.110; H 0.109; H 0.099; H 0.111; H 0.113; H 0.111; H 0.122; H 0.121; H 0.119; C -0.184; H 0.014; H 0.014

=====

No. 2
Formula: C25H21Cl3N4O8
Source: OMol25
Level of theory: ωB97M-V with the def2-TZVPD basis set

HOMO energy: -9.78 eV
Orbital gap: 8.81 eV
SMILES string: O=[N+]([O-])c1ccccc1.O=[N+]([O-])c1ccccc1.O=[N+]([O-])c1ccccc1.O=[N+]([O-])c1ccccc1.ClC(Cl)Cl
Energy above the lowest of the compared OMol25 structures with the same formula, charge and spin: 0.0 kcal/mol

ORCA input file:
```
! RIJCOSX wB97M-V def2-TZVPD def2/J DEFGRID3
* xyz 0 1
O -3.1007 0.2947 -5.4235
N -3.0690 1.4181 -5.0031
O -2.9052 2.3764 -5.7442
C -3.0420 1.6151 -3.5443
C -3.4457 0.5872 -2.6390
C -3.5640 0.8735 -1.3197
C -3.1616 2.0915 -0.7972
C -2.6008 3.0415 -1.6227
C -2.5797 2.8341 -3.0170
H -3.7966 -0.3890 -2.9393
H -4.0220 0.1851 -0.6249
H -3.3013 2.2356 0.2640
H -2.2229 4.0106 -1.3322
H -2.3150 3.6396 -3.6860
O 0.0962 -2.0380 0.9344
N 1.0255 -1.8810 0.1498
O 2.1850 -1.7790 0.5358
C 0.7739 -1.9014 -1.3227
C 1.8424 -1.6736 -2.2003
C 1.5503 -1.5547 -3.5737
C 0.2763 -1.6195 -4.1098
C -0.7918 -1.8551 -3.2224
C -0.5337 -1.9988 -1.8423
H 2.8584 -1.5476 -1.8565
H 2.3939 -1.3435 -4.2141
H -0.0196 -1.3336 -5.1084
H -1.8290 -1.8528 -3.5235
H -1.3791 -1.9964 -1.1703
O 0.0852 -5.9753 5.2400
N 0.1676 -4.9226 4.6168
O -0.6031 -4.6274 3.7151
C 1.2901 -3.9704 4.9453
C 2.1031 -4.1801 6.0700
C 3.0429 -3.2656 6.4409
C 3.2766 -2.1511 5.6352
C 2.5508 -1.8826 4.4609
C 1.5437 -2.8179 4.1385
H 1.9450 -5.0741 6.6550
H 3.6661 -3.4046 7.3119
H 4.1259 -1.6009 6.0124
H 2.8566 -1.0174 3.8914
H 0.8643 -2.5807 3.3332
O 0.1796 3.1572 1.4401
N 0.3305 2.3664 0.4988
O 0.0860 1.1741 0.5915
C 0.6984 2.9999 -0.7743
C 1.0591 4.3408 -0.8778
C 1.5023 4.8584 -2.0835
C 1.6042 4.0995 -3.2129
C 1.2047 2.7529 -3.1368
C 0.7985 2.2208 -1.9074
H 0.9160 5.0521 -0.0778
H 1.7632 5.9035 -2.1613
H 1.8510 4.5622 -4.1570
H 1.3145 2.2384 -4.0801
H 0.5037 1.1827 -1.8642
Cl -1.8582 -1.2196 4.5040
C -1.1426 -0.0559 3.3630
Cl 0.0244 0.9557 4.2728
Cl -2.4015 1.0270 2.6148
H -0.6709 -0.5844 2.5346
*
```

Löwdin atomic charges, in units of e: O 0.078; N -0.363; O 0.069; C -0.114; C -0.016; C -0.082; C -0.075; C -0.063; C 0.005; H 0.114; H 0.116; H 0.071; H 0.110; H 0.116; O 0.049; N -0.315; O 0.073; C -0.129; C 0.001; C -0.076; C -0.059; C -0.054; C 0.005; H 0.116; H 0.104; H 0.109; H 0.093; H 0.112; O 0.062; N -0.338; O 0.059; C -0.099; C -0.027; C -0.087; C -0.074; C -0.051; C -0.001; H 0.114; H 0.107; H 0.101; H 0.102; H 0.075; O 0.050; N -0.309; O 0.041; C -0.155; C 0.000; C -0.083; C -0.069; C -0.044; C -0.009; H 0.120; H 0.110; H 0.110; H 0.105; H 0.107; Cl 0.536; C -1.454; Cl 0.517; Cl 0.513; H -0.025

=====

Copy entry 1 word for word.
Formula: C25H21Cl2N5O4OsS
Source: OMol25
Level of theory: ωB97M-V with the def2-TZVPD basis set

HOMO energy: -7.59 eV
Orbital gap: 7.17 eV

ORCA input file:
```
! RIJCOSX wB97M-V def2-TZVPD def2/J DEFGRID3
* xyz 0 1
Os -1.2809 0.0426 0.5750
N 5.4053 4.5450 1.4968
C 4.7081 3.3882 1.2116
C 4.7006 2.3221 2.1171
C 3.9659 1.1830 1.8552
C 3.2293 1.0886 0.6809
C 3.2385 2.1342 -0.2336
C 3.9709 3.2756 0.0283
S 2.2698 -0.3457 0.3516
O 2.0506 -0.3912 -1.0656
O 2.8763 -1.4513 1.0340
N 0.8036 -0.0412 1.0228
C 0.5717 -0.2333 2.3565
N -0.7800 -0.4125 2.4973
C -1.3201 -0.4847 3.7034
C -0.4927 -0.4460 4.8119
C 0.8706 -0.3033 4.5809
N 1.4190 -0.1837 3.3708
H 6.1188 4.4973 2.2015
H 5.6042 5.1692 0.7363
H 5.2805 2.3931 3.0301
H 3.9580 0.3569 2.5532
H 2.6845 2.0374 -1.1581
H 3.9820 4.0884 -0.6886
H -2.3959 -0.6088 3.7434
H -0.8964 -0.5258 5.8089
H 1.5622 -0.2635 5.4161
Cl -4.4544 -1.8096 -4.3156
C -3.2738 -0.5384 -4.3209
C -3.1565 0.2713 -5.4365
C -2.2190 1.2918 -5.4494
C -1.4178 1.5161 -4.3414
C -1.5692 0.7099 -3.2291
Cl -0.5698 1.0109 -1.8352
C -2.4779 -0.3553 -3.1876
N -2.6488 -1.1000 -2.0233
C -1.6837 -1.9471 -1.4388
C -0.4034 -2.0839 -1.9758
C 0.5422 -2.8725 -1.3479
C 0.2260 -3.5491 -0.1796
C -1.0537 -3.4439 0.3364
C -2.0346 -2.6566 -0.2689
C -3.4277 -2.6289 0.3157
C -3.5787 -1.4141 1.2283
O -3.7768 -1.5632 2.4207
O -3.3781 -0.2726 0.6307
H -3.7944 0.0898 -6.2899
H -2.1153 1.9185 -6.3248
H -0.6889 2.3148 -4.3297
H -3.6027 -1.3439 -1.8140
H -0.1411 -1.5528 -2.8807
H 1.5367 -2.9387 -1.7663
H 0.9703 -4.1488 0.3264
H -1.3191 -3.9815 1.2395
H -3.5922 -3.5286 0.9037
H -4.1908 -2.5962 -0.4664
C -1.5376 1.7670 1.0999
H -2.5148 2.0672 1.5009
H -0.7586 2.5376 1.1821
*
```

Löwdin atomic charges, in units of e: Os 1.214; N 0.101; C -0.322; C -0.027; C -0.062; C -0.295; C -0.059; C -0.030; S 0.595; O -0.341; O -0.284; N -0.202; C -0.454; N -0.039; C -0.065; C -0.033; C -0.096; N 0.160; H 0.090; H 0.089; H 0.111; H 0.104; H 0.106; H 0.110; H 0.111; H 0.103; H 0.114; Cl 0.717; C -0.577; C -0.102; C -0.075; C -0.094; C -0.515; Cl 0.830; C -0.293; N 0.044; C -0.263; C -0.060; C -0.089; C -0.076; C -0.038; C -0.199; C -0.055; C -0.647; O 0.038; O -0.214; H 0.107; H 0.110; H 0.109; H 0.099; H 0.111; H 0.113; H 0.111; H 0.122; H 0.121; H 0.119; C -0.184; H 0.014; H 0.014

=====

Q: Among the records above, which one has the highest orbital gap?
A: C25H21Cl3N4O8

=====

Q: Which of these has the highest orbital gap?
A: C25H21Cl3N4O8

=====

Q: The highest orbital gap belongs to which entry?
A: C25H21Cl3N4O8